{"formula": "C31H31IMoN5O5Se", "method": "wB97M-V/def2-TZVPD", "species": ["Mo", "O", "C", "C", "C", "C", "C", "C", "C", "C", "N", "H", "H", "H", "H", "H", "H", "H", "H", "H", "H", "H", "O", "C", "O", "C", "C", "C", "N", "C", "C", "C", "O", "O", "H", "H", "H", "I", "C", "N", "C", "Se", "N", "C", "C", "C", "C", "C", "C", "H", "H", "H", "H", "H", "H", "H", "H", "C", "C", "C", "C", "C", "C", "C", "C", "N", "H", "H", "H", "H", "H", "H", "H", "H", "H"], "coordinates": [[-1.385, 0.029, -0.124], [1.518, -2.661, 2.388], [1.585, -1.598, 3.324], [2.290, -0.410, 2.683], [1.382, 0.342, 1.714], [0.304, 1.159, 2.372], [0.574, 1.933, 3.499], [-0.422, 2.693, 4.081], [-1.696, 2.661, 3.538], [-1.903, 1.880, 2.424], [-0.935, 1.156, 1.844], [0.625, -3.021, 2.362], [2.136, -1.929, 4.211], [0.579, -1.308, 3.655], [3.147, -0.793, 2.125], [2.686, 0.247, 3.461], [0.940, -0.396, 1.040], [1.955, 1.000, 1.057], [1.574, 1.944, 3.906], [-0.204, 3.307, 4.945], [-2.512, 3.241, 3.945], [-2.878, 1.838, 1.956], [-3.327, 6.829, -0.220], [-4.161, 5.909, -0.227], [-5.398, 5.914, -0.110], [-3.545, 4.490, -0.395], [-4.365, 3.365, -0.427], [-3.797, 2.109, -0.509], [-2.472, 1.939, -0.552], [-1.674, 3.020, -0.575], [-2.171, 4.303, -0.498], [-0.200, 2.691, -0.658], [0.651, 3.558, -0.607], [0.039, 1.414, -0.771], [-5.435, 3.510, -0.372], [-4.391, 1.203, -0.530], [-1.509, 5.158, -0.500], [-2.282, -0.851, -2.588], [3.483, 2.061, -1.588], [2.501, 1.478, -2.474], [2.082, 0.190, -2.450], [2.698, -1.199, -1.426], [1.061, 0.096, -3.334], [0.750, 1.339, -3.855], [-0.251, 1.771, -4.708], [-0.280, 3.126, -5.005], [0.658, 4.012, -4.468], [1.656, 3.574, -3.611], [1.681, 2.222, -3.316], [3.964, 1.251, -1.045], [2.977, 2.741, -0.901], [4.229, 2.606, -2.169], [0.463, -0.717, -3.355], [-0.994, 1.089, -5.095], [-1.058, 3.509, -5.651], [0.587, 5.065, -4.705], [2.352, 4.263, -3.153], [-2.821, -1.510, 3.247], [-2.230, -2.754, 2.649], [-2.274, -3.969, 3.319], [-1.720, -5.110, 2.759], [-1.113, -5.041, 1.514], [-1.041, -3.846, 0.807], [-0.359, -3.760, -0.525], [-1.609, -2.699, 1.389], [-1.528, -1.490, 0.726], [-3.364, -1.741, 4.163], [-3.504, -1.028, 2.543], [-2.047, -0.777, 3.483], [-2.749, -4.017, 4.292], [-1.757, -6.051, 3.292], [-0.674, -5.930, 1.075], [0.035, -4.732, -0.819], [0.469, -3.046, -0.492], [-1.044, -3.406, -1.296]], "mulliken_spin": [2.011, 0.000, 0.004, -0.002, 0.054, -0.013, -0.003, 0.002, 0.007, -0.020, -0.026, 0.000, 0.000, 0.000, -0.001, 0.001, 0.011, 0.014, 0.000, 0.000, 0.000, 0.008, 0.001, 0.000, 0.001, 0.003, -0.010, -0.025, 0.008, 0.002, 0.004, 0.039, 0.007, -0.062, 0.000, -0.003, 0.000, -0.012, 0.000, 0.001, 0.008, 0.002, -0.008, -0.007, 0.009, 0.000, 0.000, -0.001, -0.002, 0.000, 0.000, 0.000, 0.003, -0.002, 0.000, 0.000, 0.000, 0.041, -0.025, 0.012, -0.020, 0.010, 0.012, 0.031, 0.049, -0.091, 0.000, -0.002, -0.006, -0.001, -0.001, -0.001, 0.000, -0.007, -0.006], "e_lumo_ev": [1.74, 1.86], "largest_force_ev_per_a": 0.39, "total_energy_ev": -125647.7694, "s_squared": 2.050, "multiplicity": 3, "charge": -1, "relative_energy_kcal_mol": 0.0}

***

{"formula": "C49H88N10O18", "method": "wB97M-V/def2-TZVPD", "species": ["C", "C", "C", "C", "C", "C", "C", "C", "O", "N", "O", "C", "C", "C", "C", "C", "O", "C", "O", "C", "C", "C", "C", "C", "C", "C", "O", "O", "C", "O", "N", "C", "C", "O", "O", "C", "O", "H", "H", "H", "H", "H", "H", "H", "H", "H", "H", "H", "H", "H", "H", "H", "H", "H", "H", "H", "H", "H", "H", "H", "H", "H", "H", "H", "H", "H", "H", "H", "H", "C", "N", "C", "C", "O", "H", "H", "H", "H", "H", "H", "H", "C", "N", "C", "C", "O", "H", "H", "H", "H", "H", "H", "H", "C", "N", "C", "C", "O", "H", "H", "H", "H", "H", "H", "H", "C", "N", "C", "C", "O", "H", "H", "H", "H", "H", "H", "H", "C", "N", "C", "C", "O", "H", "H", "H", "H", "H", "H", "H", "C", "N", "C", "C", "O", "H", "H", "H", "H", "H", "H", "H", "C", "N", "C", "C", "O", "H", "H", "H", "H", "H", "H", "H", "C", "N", "C", "C", "O", "H", "H", "H", "H", "H", "H", "H"], "coordinates": [[3.097, 0.439, -0.684], [2.050, 0.116, 0.380], [0.605, 0.515, 0.004], [0.410, 2.033, 0.265], [0.399, 2.316, 1.790], [-0.775, 2.658, -0.470], [-2.105, 2.517, -0.050], [-2.485, 1.691, 1.149], [-2.256, 0.296, 0.868], [-3.297, -0.482, 1.358], [-3.059, -1.620, 1.239], [-3.158, 3.124, -0.738], [-4.619, 2.979, -0.382], [-5.159, 4.203, 0.368], [-6.665, 4.012, 0.575], [-7.318, 5.027, 1.524], [-6.516, 5.373, 2.669], [-6.274, 4.297, 3.461], [-6.900, 4.051, 4.449], [-2.847, 3.913, -1.806], [-1.546, 4.062, -2.235], [-0.502, 3.428, -1.614], [0.876, 3.614, -2.205], [1.287, 2.382, -3.041], [0.232, 1.981, -4.108], [-0.665, 0.880, -3.643], [-1.826, 1.052, -3.337], [-0.133, -0.361, -3.615], [-1.586, 4.996, -3.430], [-0.857, 5.106, -4.372], [-2.822, 5.728, -3.251], [-2.708, 6.913, -2.379], [-1.285, 7.421, -2.276], [-0.595, 7.139, -1.321], [-0.826, 8.186, -3.267], [-3.723, 4.738, -2.719], [-4.875, 4.601, -3.014], [2.797, 0.001, -1.635], [4.045, -0.012, -0.415], [3.221, 1.518, -0.774], [2.029, -0.972, 0.478], [2.320, 0.495, 1.359], [-0.038, -0.071, 0.647], [0.413, 0.302, -1.044], [1.328, 2.488, -0.086], [-0.202, 3.183, 2.042], [1.423, 2.495, 2.110], [0.074, 1.426, 2.327], [-1.972, 1.985, 2.055], [-3.540, 1.768, 1.378], [-4.868, 2.053, 0.124], [-5.161, 2.955, -1.326], [-5.052, 5.074, -0.276], [-4.627, 4.370, 1.300], [-6.886, 3.006, 0.937], [-7.159, 4.105, -0.391], [-7.630, 5.927, 1.008], [-8.225, 4.566, 1.924], [-5.427, 3.663, 3.160], [1.628, 3.832, -1.450], [0.844, 4.476, -2.864], [1.380, 1.551, -2.355], [2.225, 2.607, -3.538], [0.749, 1.634, -5.005], [-0.402, 2.818, -4.365], [-0.807, -0.896, -3.169], [-3.010, 6.667, -1.362], [-3.331, 7.709, -2.781], [0.091, 8.379, -3.024], [4.717, -2.588, 4.744], [4.220, -1.617, 3.773], [2.890, -1.066, 3.960], [4.942, -1.216, 2.720], [4.574, -0.405, 1.883], [4.056, -3.450, 4.762], [4.737, -2.130, 5.728], [5.723, -2.913, 4.479], [2.267, -1.296, 3.094], [2.948, 0.020, 4.059], [2.443, -1.492, 4.854], [5.935, -1.695, 2.671], [8.291, 0.438, 6.738], [7.578, -0.697, 7.282], [8.322, -1.730, 7.976], [6.258, -0.823, 7.174], [5.596, -1.757, 7.615], [9.024, 0.097, 6.004], [8.803, 0.965, 7.543], [7.597, 1.121, 6.254], [8.179, -2.690, 7.477], [7.963, -1.819, 9.001], [9.379, -1.477, 7.983], [5.787, 0.014, 6.634], [-3.591, 0.176, -5.917], [-4.831, -0.530, -6.179], [-5.345, -1.457, -5.180], [-5.525, -0.361, -7.314], [-6.567, -0.933, -7.590], [-2.781, -0.545, -5.774], [-3.690, 0.779, -5.015], [-3.341, 0.827, -6.754], [-5.429, -2.453, -5.618], [-6.329, -1.143, -4.855], [-4.672, -1.489, -4.326], [-5.055, 0.362, -8.005], [5.275, 0.388, 12.484], [6.220, 0.978, 11.556], [6.969, 2.158, 11.958], [6.429, 0.469, 10.330], [7.209, 0.925, 9.513], [4.504, 1.116, 12.743], [5.791, 0.078, 13.395], [4.801, -0.481, 12.033], [6.759, 2.981, 11.275], [8.038, 1.949, 11.923], [6.688, 2.443, 12.969], [5.816, -0.424, 10.117], [-8.723, -5.627, -5.536], [-8.574, -4.198, -5.363], [-9.047, -3.298, -6.409], [-8.010, -3.662, -4.268], [-7.865, -2.468, -4.089], [-8.186, -5.953, -6.429], [-9.780, -5.882, -5.645], [-8.322, -6.154, -4.673], [-8.221, -2.692, -6.785], [-9.804, -2.626, -6.002], [-9.475, -3.878, -7.223], [-7.675, -4.416, -3.534], [-1.001, -2.230, -7.975], [-0.621, -0.828, -7.953], [-1.046, 0.042, -9.037], [0.114, -0.306, -6.960], [0.456, 0.864, -6.889], [-0.602, -2.700, -8.874], [-2.090, -2.313, -7.981], [-0.610, -2.748, -7.104], [-0.175, 0.473, -9.532], [-1.651, 0.860, -8.642], [-1.629, -0.527, -9.756], [0.384, -1.041, -6.185], [3.639, -5.832, -7.880], [2.318, -5.238, -7.932], [2.150, -3.938, -8.558], [1.236, -5.852, -7.417], [0.105, -5.404, -7.430], [4.320, -5.181, -7.328], [4.025, -5.973, -8.892], [3.597, -6.799, -7.383], [1.743, -3.234, -7.831], [1.449, -4.022, -9.389], [3.107, -3.574, -8.923], [1.471, -6.831, -6.967], [3.833, -6.339, 9.631], [3.750, -5.278, 8.650], [4.159, -3.928, 9.025], [3.307, -5.500, 7.401], [3.208, -4.656, 6.528], [3.205, -6.100, 10.493], [4.865, -6.457, 9.967], [3.494, -7.279, 9.200], [3.318, -3.247, 8.897], [4.969, -3.594, 8.382], [4.485, -3.917, 10.064], [3.026, -6.553, 7.227]], "mulliken_charge": [-1.362, -0.827, 0.343, 0.477, -2.214, 1.175, 1.098, -1.690, -0.094, -0.041, -0.342, -0.156, -1.970, 0.314, -1.092, -0.704, -0.357, 0.320, -0.477, 0.095, 0.440, 0.182, -2.000, 0.160, -0.379, 0.127, -0.419, -0.475, -0.471, -0.551, 0.038, -0.140, 0.424, -0.563, -0.447, -0.015, -0.558, 0.226, 0.550, 0.219, 0.534, 0.156, 0.603, -0.434, 0.663, 0.320, 0.488, 0.445, 0.457, 0.704, 0.999, 0.590, 0.039, 0.417, 0.463, 0.410, 0.388, 0.394, 0.254, 0.710, 0.561, -0.823, 0.680, 0.666, 0.075, 0.434, 0.094, 0.522, 0.387, -0.935, 0.201, -0.904, 0.010, -0.549, 0.390, 0.248, 0.366, 0.235, 0.322, 0.369, 0.283, -0.994, 0.285, -0.990, 0.013, -0.701, 0.382, 0.347, 0.294, 0.318, 0.247, 0.377, 0.396, -0.809, 0.229, -1.056, 0.015, -0.598, 0.225, 0.410, 0.183, 0.264, 0.425, 0.384, 0.275, -0.877, 0.123, -0.942, 0.372, -0.643, 0.332, 0.333, 0.277, 0.294, 0.288, 0.375, 0.050, -0.941, 0.158, -0.852, 0.070, -0.610, 0.341, 0.331, 0.295, 0.251, 0.285, 0.376, 0.324, -1.174, 0.300, -1.135, 0.070, -0.736, 0.340, 0.446, 0.404, 0.338, 0.289, 0.437, 0.394, -0.932, 0.140, -0.747, 0.095, -0.551, 0.331, 0.330, 0.299, 0.164, 0.236, 0.393, 0.254, -0.913, 0.175, -0.880, 0.070, -0.559, 0.319, 0.322, 0.300, 0.259, 0.266, 0.396, 0.255], "e_lumo_ev": 0.20, "largest_force_ev_per_a": 1.56, "total_energy_ev": -103994.1877, "multiplicity": 1, "charge": 0, "smiles": "CCC[C@H](C)c1c(CON=O)c(CCCCOC=O)c2c(c1CCCC(=O)O)C(=O)N(CC(=O)O)C2=O.CN(C)C=O.CN(C)C=O.CN(C)C=O.CN(C)C=O.CN(C)C=O.CN(C)C=O.CN(C)C=O.CN(C)C=O"}

***

{"formula": "C5H8N5S", "method": "wB97M-V/def2-TZVPD", "species": ["C", "S", "N", "C", "N", "C", "C", "C", "N", "N", "N", "H", "H", "H", "H", "H", "H", "H", "H"], "coordinates": [[-3.426, 1.808, -0.238], [-3.422, 0.054, 0.128], [-1.890, -0.281, -0.016], [-1.314, -1.430, 0.120], [0.021, -1.602, 0.311], [1.010, -0.642, 0.184], [2.257, -0.995, -0.138], [3.303, 0.097, -0.024], [2.758, 1.399, 0.311], [1.537, 1.544, 0.374], [0.650, 0.672, 0.118], [-3.121, 1.915, -1.308], [-2.912, 2.261, 0.468], [-4.407, 2.185, -0.286], [-1.982, -2.249, 0.119], [0.505, -2.463, 0.152], [2.696, -1.937, -0.399], [3.781, -0.289, 1.009], [3.957, -0.045, -0.884]], "mulliken_charge": [-0.882, 0.271, -0.219, 0.002, -0.052, 0.506, -0.509, -0.349, -0.275, -0.246, 0.063, 0.328, 0.331, 0.416, 0.412, 0.241, 0.325, 0.285, 0.351], "e_lumo_ev": [-6.89, -5.16], "largest_force_ev_per_a": 5.58, "total_energy_ev": -23587.2909, "multiplicity": 1, "charge": 1, "smiles": "CS/N=C/NC1=CCN=[N+]=N1", "relative_energy_kcal_mol": 135.6}

***

{"formula": "C3H5NO", "method": "wB97M-V/def2-TZVPD", "species": ["O", "C", "N", "C", "C", "H", "H", "H", "H", "H"], "coordinates": [[2.661, 0.153, -0.362], [1.550, -0.117, 0.036], [0.246, 0.033, -0.716], [-0.848, 0.807, -0.084], [-0.812, -0.663, -0.192], [1.306, -0.223, 1.198], [-0.512, 1.089, 0.968], [-1.603, 1.427, -0.705], [-0.481, -1.237, 0.664], [-1.507, -1.269, -0.807]], "mulliken_charge": [-0.383, 0.210, -0.255, -0.237, -0.392, 0.170, 0.207, 0.232, 0.241, 0.206], "e_lumo_ev": 0.60, "largest_force_ev_per_a": 4.36, "total_energy_ev": -6727.0194, "multiplicity": 1, "charge": 0, "smiles": "O=CN1CC1", "relative_energy_kcal_mol": 58.9}